1.
Below is C32H45Br2N7O3SiTc as an isolated structure, with properties calculated with ωB97M-V/def2-TZVPD.

The calculation puts the molar mass at 861.652 g/mol. The calculation puts the HOMO-LUMO gap (alpha / beta) at 6.09 / 7.31 eV. Its LUMO energy (alpha / beta) is -4.80 / -6.45 eV. Its energy is -7373.33058 hartree. The energy above the lowest of the compared OMol25 structures with the same formula, charge and spin is 29.1 kcal per mole.

Geometry as ORCA input:
```
! wB97M-V def2-TZVPD RIJCOSX def2/J DEFGRID3
* xyz 2 4
H 3.10 0.31 2.85
C -3.37 -1.17 1.54
H -0.81 2.29 2.80
H -1.10 5.83 -0.43
C 2.84 -2.60 0.98
H -3.61 1.80 1.03
H -1.28 4.14 -2.34
H -0.21 -1.15 5.32
C 0.04 -3.87 -2.25
C -4.70 -1.19 1.14
C -3.95 0.66 -1.61
H 0.25 -4.20 -3.26
C 3.43 -0.64 2.41
H -0.52 2.29 -1.26
N 1.64 3.49 0.69
H 0.34 1.65 3.99
C -0.03 5.66 -0.30
H -0.70 -2.67 1.27
H 1.07 1.78 1.73
C 2.55 4.63 0.72
H 1.25 -2.83 -4.44
C -0.49 -3.01 0.27
N -0.07 -2.08 -0.61
C 1.30 -1.82 -4.05
C 0.76 -1.54 -2.77
N 0.82 -0.24 -2.28
O 2.18 -0.33 0.35
C -2.84 2.01 0.29
C -0.70 1.61 3.65
H 3.62 -1.35 3.22
H 2.70 -3.34 1.77
C -5.17 0.63 2.63
H 0.01 5.22 -2.86
H -3.53 1.37 3.77
H -5.88 1.32 3.07
C -2.91 -0.24 2.48
Si -1.20 -0.16 3.26
H -1.88 2.04 0.78
C 1.09 -1.35 2.29
C 2.38 -1.23 1.47
H 0.17 5.60 0.77
Br 2.69 -1.22 -6.45
H 2.58 5.12 -0.25
H -1.65 -1.33 -2.49
C -4.24 -1.12 -3.50
H 1.53 1.67 -2.56
C 1.48 0.69 -3.01
C -0.39 -4.77 -1.32
H 2.86 -0.52 -0.31
C 0.73 3.31 -0.28
H -2.70 -1.90 1.11
H -3.59 -1.31 -4.35
O 1.04 -2.13 3.19
H 2.28 5.36 1.49
N 0.22 2.12 -0.59
H -4.58 -2.08 -3.11
C 1.93 -0.85 -4.77
H 0.29 3.49 -2.86
H 4.36 -0.48 1.88
C 2.05 0.45 -4.22
H -1.95 -0.92 5.44
H 3.55 4.26 0.95
H -1.32 1.99 4.46
N -2.26 -0.62 -2.10
O 0.07 -0.50 1.99
C -3.84 0.65 3.02
H -1.01 -5.01 0.76
H 2.27 -2.92 0.10
N 0.34 4.42 -0.98
N -1.83 0.17 -1.09
H -4.92 1.13 -1.60
H 2.81 2.09 1.72
C -3.53 -0.37 -2.43
H -5.03 -1.93 0.42
C 1.82 2.55 1.78
C -2.87 0.97 -0.78
H -1.30 -2.29 4.55
C -0.67 -4.33 -0.01
C 0.24 -2.52 -1.90
H -6.64 -0.31 1.38
H 3.90 -2.57 0.72
Br -0.64 -6.58 -1.78
C -5.60 -0.29 1.68
H 2.57 1.24 -4.75
H 0.51 6.51 -0.72
H -5.11 -0.56 -3.83
C -0.20 4.30 -2.32
Tc 0.11 -0.02 -0.38
C -1.15 -1.23 4.78
H -3.06 2.99 -0.15
H 1.75 3.08 2.73
*
```



2.
Below is a single C16H18N2O3S2 molecule, with properties calculated with ωB97M-V/def2-TZVPD.

The calculation puts the molar mass at 350.465 g/mol. The calculation puts the HOMO-LUMO gap at 9.56 eV. Its SMILES is O=C(CCNS(=O)(=O)c1cccs1)N1CCc2ccccc2C1. Its LUMO energy is 0.57 eV. Its energy is -1752.10370 hartree. The energy above the lowest of the compared OMol25 structures with the same formula, charge and spin is 29.8 kcal per mole.

Geometry as ORCA input:
```
! wB97M-V def2-TZVPD RIJCOSX def2/J DEFGRID3
* xyz 0 1
H 1.54 1.35 0.76
N -2.08 2.04 -0.63
C -0.83 2.36 -1.26
H -0.96 3.27 -1.85
N 0.99 -0.16 -0.56
C -2.08 -1.47 1.31
C 5.63 0.90 0.45
O -0.82 -0.99 -1.59
C -3.51 -2.51 -0.16
C -2.65 -2.68 0.87
H -0.96 1.04 -2.95
H 5.15 -2.43 0.29
H -2.42 -3.64 1.30
C 3.31 0.38 0.05
H 6.41 1.64 0.60
C 4.92 -1.38 0.28
H -4.08 -3.25 -0.69
C 2.52 -1.99 -0.14
C 1.90 0.89 -0.17
H 2.51 -2.31 -1.18
S -3.66 -0.86 -0.62
H 1.13 -1.12 1.28
C 1.17 -1.37 0.21
C -2.52 -0.41 0.58
H 0.68 1.59 -2.60
H 2.70 -2.87 0.48
O -0.81 1.39 1.42
H 0.35 -2.05 -0.04
H 1.93 1.67 -0.94
C 3.61 -0.97 0.07
C -0.25 1.25 -2.15
H -2.84 1.80 -1.24
C 5.93 -0.45 0.46
H 4.09 2.37 0.23
O -3.22 1.86 1.58
H -0.15 2.58 -0.43
C 4.33 1.31 0.24
C -0.05 -0.06 -1.40
H 6.95 -0.78 0.62
S -2.12 1.30 0.85
H -1.37 -1.37 2.11
*
```



3.
Below is C29H23N10O4PtSe as an isolated structure, with properties calculated with ωB97M-V/def2-TZVPD.

The calculation puts the molar mass at 849.607 g/mol. The calculation puts the HOMO-LUMO gap at 6.74 eV. Its LUMO energy is 2.08 eV. Its energy is -4488.29325 hartree. The energy above the lowest of the compared OMol25 structures with the same formula, charge and spin is 0.0 kcal per mole.

Geometry as ORCA input:
```
! wB97M-V def2-TZVPD RIJCOSX def2/J DEFGRID3
* xyz -1 1
H -0.72 -0.04 2.01
C 0.34 3.80 -1.20
H -4.88 4.65 0.78
C -1.69 -1.33 0.65
C -2.09 -1.26 -1.50
H 1.97 -7.14 -1.10
C 0.27 -4.61 0.41
N 2.22 0.19 0.84
C -0.99 -5.20 0.30
C 2.62 3.98 -1.39
N -2.56 -6.71 -0.26
C 1.44 5.74 -2.55
C -2.63 -2.41 -1.04
N -0.90 4.22 -1.22
H 2.71 7.13 -3.57
C -3.93 2.75 1.19
C 2.70 1.35 1.25
N -1.81 2.41 0.11
H -2.10 -0.91 2.71
H 2.31 -4.93 -0.08
N -3.16 -5.72 0.28
H 4.80 6.04 -2.88
C 1.44 4.59 -1.78
C 2.60 0.70 3.53
H -0.30 -8.15 -1.26
N 3.07 2.31 0.28
N -2.37 -2.44 0.32
C 3.85 4.49 -1.76
H 2.75 0.90 4.58
C -2.82 2.00 0.90
C -1.21 -6.44 -0.29
Pt -0.33 1.08 -0.55
C -0.14 -7.18 -0.80
C -1.25 -0.99 2.03
C 2.67 6.24 -2.95
H 4.76 4.00 -1.44
H -3.12 -3.23 -1.54
H -2.71 1.01 1.31
C -3.01 4.46 -0.21
N 0.84 2.71 -0.60
H 1.50 -1.83 -0.34
O 1.43 -1.79 -1.35
H -3.02 5.43 -0.68
H -2.18 -3.35 2.16
Se 1.10 -0.20 -1.97
O 1.47 -1.89 1.30
C -1.87 3.65 -0.45
H -0.53 -1.73 2.40
H -1.98 -0.89 -2.50
C 2.25 2.84 -0.52
C 3.86 5.63 -2.56
H 3.34 2.63 2.86
H -3.75 -3.64 1.37
O 0.19 -0.54 -3.27
C 2.12 -0.53 3.13
O 2.50 0.52 -2.35
H 1.88 -1.31 3.83
C 1.11 -6.62 -0.70
C 1.93 -0.78 1.74
H 0.45 -3.63 0.84
C 1.31 -5.35 -0.11
N -1.52 -0.59 -0.43
H -4.70 2.36 1.83
N -2.25 -4.79 0.65
C -2.68 -3.54 1.21
H 0.50 6.21 -2.84
C 2.93 1.67 2.59
C -4.02 4.02 0.60
*
```



4.
Below is a single C5H12O molecule, with properties calculated with ωB97M-V/def2-TZVPD.

The calculation puts the molar mass at 88.150 g/mol. The calculation puts the HOMO-LUMO gap at 10.86 eV. Its SMILES is CCOC(C)C. Its LUMO energy is 1.18 eV. Its energy is -272.93146 hartree. The energy above the lowest of the compared OMol25 structures with the same formula, charge and spin is 10.8 kcal per mole.

Geometry as ORCA input:
```
! wB97M-V def2-TZVPD RIJCOSX def2/J DEFGRID3
* xyz 0 1
H -0.95 0.85 1.71
C -0.90 0.13 -0.38
H 1.21 0.31 1.51
H -0.83 1.08 -0.93
H 1.18 1.48 0.18
C 2.75 -0.01 0.03
C -1.59 0.36 0.97
H -2.67 -0.41 -1.49
H -1.91 -0.61 1.38
H -2.48 0.98 0.82
H -1.96 -1.73 -0.54
H -1.19 -1.21 -2.07
O 0.42 -0.40 -0.26
C -1.72 -0.87 -1.18
H 2.92 0.16 -1.03
C 1.34 0.41 0.43
H 2.89 -1.07 0.24
H 3.49 0.56 0.60
*
```